Computed, not measured: a molecular structure, C26H40BeCl8F6N9O4S2 at a distorted geometry, with ωB97M-V with the def2-TZVPD basis set.

Structure (XYZ):
```
96
Properties=species:S:1:pos:R:3:forces:R:3
Be -6.637977 5.590108 19.678304 1.18 -2.47 -1.84
C -2.728750 3.781795 19.189833 -1.23 -1.42 -1.19
F -2.566487 5.089803 19.244981 0.04 -0.25 0.39
F -2.963646 3.430299 17.924974 0.40 0.28 -0.61
F -1.661514 3.129472 19.597606 -0.09 0.45 0.47
S -4.279227 3.081506 20.073118 1.29 1.06 3.63
O -4.009342 1.669122 20.262404 -0.66 1.27 -1.66
O -4.288060 3.794591 21.332560 -0.83 0.63 -1.23
N -5.695095 3.576892 19.128165 2.18 0.41 1.74
S -6.051500 2.164010 18.456534 -3.10 -2.55 -1.45
O -5.096065 1.678091 17.489697 -0.10 0.67 0.45
O -6.581377 1.207307 19.407257 0.16 0.82 -0.50
C -7.584284 2.559319 17.360644 1.99 0.74 0.88
F -8.448527 3.328627 18.009443 -0.30 -0.48 -0.21
F -7.132027 3.240119 16.303000 -0.29 0.07 -0.42
F -8.118178 1.425866 16.952869 -0.29 0.04 0.16
C -9.583697 5.963059 15.407381 0.21 0.74 0.48
C -8.928220 6.062959 16.724908 0.02 -0.20 -0.64
N -8.374688 6.193425 17.718576 0.77 -0.30 1.17
H -10.644224 5.779133 15.558162 0.05 -0.15 -0.11
H -9.128462 5.220745 14.756965 0.00 -0.24 0.34
H -9.439060 6.931529 14.926356 -0.14 0.05 0.00
C -2.019123 7.976282 20.752751 -1.19 -0.40 -0.16
C -3.346518 7.357403 20.593052 0.00 0.20 0.22
N -4.376482 6.871643 20.482262 -1.36 -0.42 -0.38
H -1.674044 7.725732 21.753762 0.33 0.03 -0.14
H -2.156312 9.050847 20.644489 0.25 0.01 0.00
H -1.413451 7.562146 19.950025 0.38 0.14 0.23
C -4.425503 4.561978 15.278144 0.22 1.25 -0.21
C -4.885261 5.293293 16.458217 0.20 -0.17 0.09
N -5.221892 5.874364 17.389817 -0.54 -0.02 0.56
H -3.862053 3.668301 15.533207 -0.42 -0.20 -0.03
H -3.732527 5.224172 14.751693 0.18 -0.05 0.09
H -5.256619 4.483870 14.579358 -0.03 -0.68 0.15
C -3.878768 -1.328847 19.273730 -0.73 -0.80 -0.76
C -2.441980 -1.177918 19.468283 -0.65 -0.05 0.06
N -1.309400 -1.021353 19.550446 0.22 0.07 0.17
H -4.389411 -0.383276 19.115922 0.19 0.07 0.15
H -4.445892 -1.933504 19.982902 0.56 0.37 0.79
H -4.077666 -1.950912 18.397112 0.47 0.32 -0.40
C -0.830617 7.031740 16.956989 0.83 0.29 0.34
C 0.444259 7.029793 16.243905 0.17 0.06 -0.13
N 1.463645 6.991215 15.718073 -0.09 0.08 0.05
H -0.841151 7.887388 17.633504 -0.13 0.19 -0.19
H -0.798831 6.149262 17.594333 -0.60 -0.19 -0.27
H -1.651261 7.096273 16.247678 -0.15 -0.30 0.23
C -10.376699 1.223480 14.588780 0.39 -0.24 -0.41
C -10.673422 2.344020 15.454912 0.01 0.49 0.16
N -10.910173 3.260657 16.106653 0.08 -0.25 -0.04
H -10.926798 0.344960 14.920666 -0.07 0.00 -0.24
H -9.311311 0.992166 14.574217 0.02 0.04 0.41
H -10.584085 1.490529 13.552405 -0.47 -0.12 0.08
C -9.931294 1.768346 20.947929 0.14 0.30 0.16
C -9.089074 2.965065 20.817672 -0.08 -0.56 0.25
N -8.398389 3.870200 20.711227 0.70 1.24 -0.33
H -10.537584 1.822769 21.851255 -0.05 0.24 -0.06
H -9.310939 0.879208 21.050535 0.16 0.09 -0.27
H -10.579869 1.702754 20.076271 0.03 -0.09 0.00
C -3.954106 0.408923 13.924172 -0.14 -0.69 0.46
C -3.367653 1.585285 13.316417 -0.19 0.37 -0.35
N -2.928145 2.544517 12.860934 -0.11 -0.15 0.13
H -4.791416 -0.034552 13.385412 0.08 0.40 -0.42
H -4.336775 0.653145 14.916853 0.23 0.01 0.10
H -3.205775 -0.380357 13.999718 0.07 0.09 0.18
Cl -2.917416 1.371156 23.741036 -0.19 0.21 0.52
C -2.871256 -0.112691 22.747752 0.50 0.46 0.22
C -2.277940 -1.289176 23.527353 -0.66 -0.05 -0.67
Cl -0.560046 -1.158032 23.939029 0.01 0.31 0.03
H -2.314707 0.272574 21.897405 0.19 -0.88 -0.19
H -3.897645 -0.305895 22.441582 0.05 -0.23 0.06
H -2.360548 -2.204849 22.942668 -0.07 0.10 -0.17
H -2.866413 -1.441460 24.430163 0.23 0.12 0.15
Cl -6.596528 -4.180267 15.087647 -0.13 0.68 -0.12
C -6.983438 -2.452664 14.738728 0.77 -0.18 0.56
C -7.481938 -1.677383 15.943797 -1.90 -0.40 0.20
Cl -6.765068 -1.957789 17.542806 0.59 0.21 -0.31
H -7.737040 -2.466478 13.955308 -0.02 0.17 0.06
H -6.087455 -1.942978 14.387647 0.14 -0.45 -0.23
H -8.517672 -1.946808 16.157305 -0.05 -0.13 -0.34
H -7.534708 -0.615586 15.706631 0.55 0.06 0.12
Cl 2.508046 -0.632513 19.309144 -0.03 -0.48 -0.11
C 1.980563 -0.063975 20.900578 0.63 1.49 0.15
C 1.222176 1.258172 20.721158 -1.05 -0.92 -0.11
Cl 2.096543 2.492011 19.790311 0.16 0.14 0.07
H 2.884558 0.161240 21.465986 0.04 -0.32 0.05
H 1.394113 -0.817814 21.418852 -0.18 0.07 -0.20
H 0.905620 1.712085 21.658571 0.29 -0.14 0.14
H 0.317336 1.019452 20.161330 0.01 0.16 -0.07
Cl 2.414948 3.692896 14.550800 -0.06 0.01 -0.18
C 1.765428 3.273260 16.135527 0.40 0.94 0.95
C 0.342952 2.850623 16.121031 -0.47 -1.00 -0.58
Cl -0.804225 4.038026 15.427200 0.08 0.09 -0.11
H 1.838272 4.131899 16.805767 0.41 0.15 -0.25
H 2.391160 2.480362 16.542494 -0.18 -0.09 0.03
H -0.045812 2.655512 17.118150 0.31 -0.20 0.04
H 0.299712 1.960722 15.492485 -0.52 -0.02 0.12
```
Forces are in eV/Å.

The frontier orbital gap comes out at 0.1969 hartree. As for the highest occupied orbital energy: -11.681 eV. Its charge is +1. The value obtained for the molecular weight is 1013.423 g/mol.

Löwdin atomic charge list, values in e, 4 entries:
1. Be 0.996
2. C -0.651
3. F 0.142
4. F 0.089



Computed, not measured: 3 unconnected molecules or ions with the total composition C26H41F2N2O3 at a distorted geometry, with ωB97M-V with the def2-TZVPD basis set.

Structure (XYZ):
```
74
Properties=species:S:1:pos:R:3:forces:R:3
C -0.383894 1.280629 2.630353 -0.16 -0.03 0.00
C 1.083395 1.234546 2.945132 -0.08 0.05 -0.07
F 1.759739 2.082020 2.074339 0.07 0.27 -0.14
C 1.730571 -0.123843 2.794606 -0.40 0.08 -0.39
N 1.251939 -0.790942 1.580448 -0.02 -0.60 0.09
C 1.538585 -0.448245 0.288565 -0.29 -0.18 -0.55
C 0.834741 -1.277111 -0.545029 0.54 0.38 1.01
C 0.835164 -1.216300 -2.030430 0.16 -0.11 0.07
C 0.874741 -2.529660 -2.793832 0.11 0.07 0.09
F -0.262318 -0.456998 -2.399366 -0.50 0.04 -0.25
N 0.129462 -2.125707 0.290917 0.17 -0.19 0.05
C -0.823074 -3.167874 -0.097563 -0.34 0.04 0.12
C -2.126445 -3.117991 0.729737 0.28 -0.23 -0.18
C -2.137696 -4.130010 1.854788 0.26 0.03 -0.02
O -2.272078 -1.799702 1.188098 -0.32 0.29 0.02
C -3.633213 -1.436741 1.394755 0.10 0.22 0.03
C -4.381160 -1.034408 0.152419 -0.53 0.19 -0.85
C -5.780078 -0.864044 0.246230 0.69 0.10 -0.74
C -6.531594 -0.469150 -0.863994 1.00 -0.11 -0.16
C -5.898028 -0.254768 -2.101103 0.69 -0.31 0.86
C -4.509319 -0.433261 -2.203133 -0.63 -0.13 0.91
C -3.750274 -0.810097 -1.080950 -1.04 0.09 0.08
C 0.412418 -1.820176 1.554118 -0.11 0.23 -0.48
H -0.570306 1.142264 1.573935 0.00 -0.06 -0.32
H -0.795422 2.235161 2.921479 -0.08 0.29 0.05
H -0.926053 0.511875 3.169214 -0.09 -0.21 0.20
H 1.243785 1.591532 3.955654 0.28 0.09 0.23
H 2.800232 -0.004831 2.702231 0.31 -0.06 0.20
H 1.467680 -0.745408 3.636107 0.09 -0.28 0.24
H 2.185072 0.369734 0.053443 0.20 0.20 -0.05
H 1.709248 -0.636988 -2.298021 0.20 0.28 -0.03
H -0.013329 -2.626084 -3.401678 -0.29 -0.07 -0.09
H 1.727025 -2.540349 -3.454919 0.21 0.00 -0.25
H 0.971775 -3.387689 -2.144915 -0.05 -0.25 0.15
H -0.360425 -4.139791 0.009734 0.22 -0.22 -0.01
H -1.051805 -3.021644 -1.139136 -0.04 0.17 -0.30
H -2.937264 -3.365422 0.050977 -0.18 0.01 -0.29
H -1.350428 -3.922451 2.570171 0.11 0.04 0.30
H -3.086975 -4.147092 2.369594 -0.23 0.04 0.17
H -1.953143 -5.122920 1.465619 -0.05 -0.29 -0.14
H -3.600890 -0.608932 2.092010 -0.02 0.24 0.18
H -4.161177 -2.247675 1.886672 -0.15 -0.20 0.17
H -6.261082 -1.034328 1.194708 -0.18 -0.04 0.19
H -7.593324 -0.336035 -0.766136 -0.25 0.04 0.00
H -6.469560 0.047964 -2.960232 -0.11 0.04 -0.16
H -4.017327 -0.281639 -3.143734 0.16 0.11 -0.31
H -2.685241 -0.915281 -1.185390 0.30 -0.03 0.05
H -0.030408 -2.305391 2.395157 0.00 -0.03 0.32
C -0.830036 3.402036 -4.934980 -0.04 0.02 0.09
C -0.572162 2.312893 -3.894404 0.08 -0.01 -0.08
C -1.444937 2.778682 -2.737857 0.05 0.13 -0.09
O -2.560656 3.439486 -3.325894 -0.07 0.01 -0.01
C -2.313554 3.677816 -4.715525 0.04 -0.05 0.02
H -0.604924 3.098252 -5.955429 -0.01 -0.03 -0.01
H -0.240240 4.291454 -4.706056 -0.01 0.01 0.01
H -0.910159 1.344729 -4.270435 -0.02 0.01 0.04
H 0.475448 2.219364 -3.609816 0.03 0.01 -0.02
H -0.907017 3.486152 -2.095399 0.03 0.00 -0.02
H -1.803880 1.961676 -2.116635 -0.10 -0.13 0.08
H -2.934422 2.997805 -5.308373 0.01 0.01 -0.01
H -2.600595 4.701442 -4.952930 -0.01 0.02 0.02
C 5.499136 1.714580 2.612755 -0.04 0.05 0.02
C 6.798989 2.338458 2.106154 0.01 -0.11 -0.01
C 7.814005 1.749636 3.080074 -0.06 0.05 0.02
O 7.310576 0.461581 3.449855 0.05 -0.03 0.04
C 5.965105 0.321829 3.023457 -0.01 0.03 -0.10
H 4.702757 1.695232 1.867193 0.01 0.03 -0.02
H 5.135855 2.264640 3.483549 -0.01 0.00 0.00
H 7.008026 2.000117 1.089410 0.01 0.00 0.00
H 6.794706 3.426243 2.108096 -0.02 0.02 0.03
H 7.903738 2.364420 3.980628 0.00 0.02 -0.01
H 8.804846 1.627685 2.645072 0.01 -0.03 0.00
H 5.931483 -0.374054 2.174421 -0.05 0.00 0.01
H 5.375669 -0.100902 3.841420 0.03 -0.03 0.02
```
Forces are in eV/Å.

The frontier orbital gap comes out at 0.3133 hartree. As for the highest occupied orbital energy: -11.184 eV. Its charge is +1. The value obtained for the molecular weight is 467.621 g/mol.

Löwdin atomic charge list, values in e, 4 entries:
1. C -0.012
2. C -0.355
3. F -0.009
4. C -0.034